C54H68BHfN5O3SSi as an isolated structure, computed with ωB97M-V/def2-TZVPD.

```
134
Properties=species:S:1:pos:R:3:forces:R:3:mulliken_charge:R:1
Hf 0.234625 0.009837 -0.058360 -0.260 0.477 -0.143 1.93
C -4.917799 -4.066589 -0.689331 -0.074 0.010 0.034 -1.16
C -3.585330 -4.163911 -1.431568 0.061 -0.034 -0.079 -1.33
C -2.471127 -3.488800 -0.697222 -0.001 0.000 0.041 1.06
C -1.558057 -4.042465 0.145698 -0.022 0.009 -0.021 1.01
C -1.410419 -5.475016 0.549981 0.056 -0.014 -0.085 -1.38
C -2.082599 -5.788708 1.886272 -0.046 -0.001 0.062 -1.06
C -0.763334 -2.954297 0.656907 -0.013 0.073 -0.013 0.28
N -1.149755 -1.757471 0.102288 -0.073 -0.524 0.043 -0.37
C -2.213050 -2.069547 -0.708232 -0.140 0.111 0.025 -0.42
C -2.948862 -1.164475 -1.447107 0.011 0.097 0.057 -0.91
C -2.787344 0.210570 -1.416918 0.070 -0.129 -0.007 0.20
C -3.625307 1.158245 -2.108639 -0.063 0.002 0.085 0.77
C -4.693166 0.805222 -3.092863 -0.102 0.007 0.074 -1.29
C -4.112137 0.450184 -4.461453 0.040 0.006 -0.072 -0.75
C -3.222030 2.392345 -1.701255 0.090 -0.050 -0.070 1.09
C -2.116439 2.179519 -0.795756 -0.067 -0.007 0.081 -0.13
C -1.485404 3.195352 -0.100569 0.029 -0.031 -0.013 -0.99
C -0.527401 3.048307 0.883245 0.017 -0.013 -0.026 0.34
N 0.067374 1.865658 1.256543 -0.032 0.343 0.120 -0.57
C 0.805819 2.172214 2.363745 0.001 -0.116 0.028 -0.08
C 1.515294 1.251257 3.117131 -0.010 -0.018 -0.065 -0.64
C 1.469772 -0.116591 2.949129 -0.061 0.115 0.002 0.10
N 0.737254 -0.766688 1.988368 0.286 -0.132 0.434 -0.52
C 0.866709 -2.099172 2.286973 -0.020 0.031 -0.093 -0.09
C 0.201567 -3.115455 1.635589 -0.003 -0.018 0.007 -0.52
C 1.756964 -2.299220 3.403844 -0.034 0.032 0.060 0.89
C 2.124997 -1.061035 3.824891 -0.008 -0.039 0.000 0.69
C 2.976889 -0.692529 4.997298 0.089 -0.019 -0.055 -1.28
C 2.154843 -0.356920 6.241397 -0.036 0.017 0.069 -1.03
C 2.117399 -3.630840 3.980776 0.096 -0.001 -0.074 -1.23
C 1.035591 -4.190738 4.902964 -0.076 -0.021 0.054 -1.14
C 0.724290 3.577521 2.672613 -0.038 -0.001 0.018 0.79
C -0.102702 4.127731 1.742885 0.008 -0.037 0.004 0.87
C -0.580008 5.541335 1.649373 0.111 0.041 -0.065 -1.28
C -1.933745 5.754594 2.323388 -0.102 0.022 0.045 -1.00
C 1.390761 4.236638 3.838139 0.073 0.026 -0.060 -1.30
C 0.639674 4.019594 5.151097 -0.039 -0.014 0.072 -1.13
N -1.851591 0.845828 -0.656428 0.043 0.129 -0.060 -0.60
C -3.820938 3.718898 -2.045128 0.087 -0.001 -0.151 -1.45
C -4.829966 4.196070 -1.002723 -0.068 0.024 0.063 -1.27
H -5.721932 -4.540206 -1.253705 0.003 -0.010 -0.013 0.42
H -5.191018 -3.025296 -0.514194 0.001 0.017 -0.011 0.27
H -4.853977 -4.553320 0.284364 0.012 -0.012 0.010 0.24
H -3.687380 -3.731622 -2.431042 -0.004 0.021 0.015 0.32
H -3.328026 -5.214020 -1.588878 -0.010 0.008 0.031 0.49
H -0.348484 -5.732488 0.597076 -0.002 0.006 0.016 0.29
H -1.835512 -6.110216 -0.230563 -0.010 0.001 0.015 0.47
H -1.673893 -5.169125 2.685443 0.011 0.007 0.007 0.11
H -1.943797 -6.834406 2.161791 0.009 -0.019 -0.003 0.43
H -3.154015 -5.589631 1.838329 -0.007 0.002 -0.013 0.24
H -3.742779 -1.559883 -2.065933 -0.018 -0.011 -0.024 0.42
H -5.388387 1.642069 -3.190251 0.017 0.005 -0.017 0.44
H -5.287722 -0.030841 -2.712530 0.019 -0.002 -0.024 0.44
H -3.532367 1.285309 -4.860786 -0.009 0.012 0.011 0.10
H -4.898734 0.207853 -5.177176 -0.020 -0.009 -0.001 0.46
H -3.434492 -0.401840 -4.390729 0.009 -0.017 0.021 0.09
H -1.829998 4.202490 -0.295709 -0.005 0.012 0.002 0.52
H 2.107024 1.629592 3.940337 -0.003 0.015 0.012 0.54
H 0.408416 -4.126629 1.959223 0.002 -0.016 -0.003 0.50
H 3.618104 0.155017 4.737726 -0.025 0.007 -0.001 0.22
H 3.655158 -1.519155 5.220888 -0.019 -0.007 0.005 0.55
H 1.468208 0.467986 6.047880 -0.005 0.020 -0.015 0.11
H 2.798090 -0.075851 7.076178 0.012 0.001 0.001 0.43
H 1.553528 -1.212809 6.549424 -0.001 -0.020 -0.004 0.24
H 3.057307 -3.539128 4.530224 -0.020 0.006 0.019 0.50
H 2.317017 -4.336768 3.169100 -0.024 0.010 -0.003 0.22
H 0.861926 -3.525436 5.749651 0.018 0.013 0.008 0.25
H 1.316402 -5.170100 5.291127 0.012 -0.016 0.006 0.44
H 0.086542 -4.294060 4.374898 -0.002 -0.007 -0.014 0.12
H -0.638493 5.842615 0.600225 -0.018 -0.017 -0.002 0.41
H 0.163336 6.200500 2.104524 -0.021 -0.011 0.014 0.52
H -2.692415 5.098695 1.894088 0.002 -0.007 -0.015 0.14
H -2.271377 6.785405 2.209956 -0.001 0.014 0.001 0.39
H -1.878621 5.531451 3.389597 0.022 -0.007 0.006 0.25
H 1.484708 5.307217 3.641430 -0.027 -0.008 0.007 0.48
H 2.414662 3.862247 3.935553 -0.012 -0.011 0.007 0.28
H -0.369355 4.429198 5.092708 -0.004 0.013 -0.011 0.25
H 1.154085 4.498986 5.984709 0.009 0.010 0.005 0.43
H 0.544721 2.956272 5.375490 0.005 -0.011 -0.004 0.16
H -4.305098 3.648585 -3.022293 -0.026 -0.006 0.017 0.62
H -3.028458 4.460857 -2.168620 0.013 0.016 0.030 0.40
H -5.657246 3.490570 -0.912481 0.001 -0.015 -0.015 0.33
H -5.241310 5.170942 -1.267663 0.002 0.007 -0.007 0.41
H -4.367216 4.278322 -0.018166 0.023 0.002 0.006 0.15
C 2.068471 2.897181 -5.278365 -0.104 -0.032 -0.073 -1.09
Si 0.267284 2.379230 -5.245871 0.008 0.003 0.091 0.34
C -0.782192 3.680129 -4.394850 -0.006 -0.032 -0.095 -0.51
C -0.335588 2.171582 -7.015438 0.044 0.025 0.090 -1.19
C 0.042590 0.720275 -4.376579 0.006 0.049 0.027 0.58
C -0.411750 -0.403102 -5.048417 -0.026 -0.015 -0.084 0.20
C -0.615379 -1.612730 -4.389566 -0.012 -0.073 0.050 -1.97
C -0.414719 -1.655574 -3.027860 0.072 0.087 -0.073 -0.16
N -0.002402 -0.584313 -2.342900 -0.004 -0.170 -0.144 0.44
C 0.281926 0.553986 -2.997542 -0.014 0.099 0.067 -0.27
S 0.962763 1.748246 -1.940772 0.107 -0.013 -0.043 -0.74
H 2.185807 3.784040 -5.905609 0.022 0.025 0.003 0.34
H 2.693682 2.105770 -5.695043 0.009 -0.022 -0.022 0.32
H 2.438846 3.126573 -4.281149 -0.014 0.004 0.075 0.24
H -0.626562 4.658018 -4.856238 -0.008 0.024 -0.020 0.55
H -0.527798 3.751189 -3.337970 0.021 -0.009 0.043 -0.03
H -1.844073 3.434321 -4.471697 -0.022 -0.016 -0.009 0.06
H -0.244013 3.121528 -7.545426 0.005 0.030 -0.014 0.35
H -1.384067 1.871781 -7.059353 -0.034 -0.019 0.017 0.30
H 0.252408 1.434097 -7.563926 0.024 -0.028 -0.018 0.35
H -0.612123 -0.347811 -6.112493 -0.001 0.009 -0.020 0.43
H -0.935015 -2.500674 -4.916779 -0.004 0.005 -0.021 0.47
H -0.569121 -2.558961 -2.457545 0.049 -0.020 -0.022 0.67
O 3.011505 -2.144570 0.324912 -0.029 0.078 0.017 -0.16
B 1.881964 -1.776578 -0.459105 0.229 -0.293 -0.220 0.68
O 1.625557 -2.886210 -1.320202 -0.037 0.106 0.021 -0.02
C 2.476627 -3.888325 -0.971162 0.031 -0.061 0.018 0.40
C 2.541612 -5.178796 -1.450736 0.009 0.084 0.027 -0.87
C 3.502820 -6.012415 -0.879160 0.009 -0.033 -0.009 -0.65
C 4.350159 -5.558472 0.124826 0.032 -0.052 0.011 -0.70
C 4.275301 -4.250430 0.603408 -0.042 0.025 -0.049 -0.90
C 3.322724 -3.435676 0.031355 -0.008 -0.062 -0.024 0.26
H 1.876573 -5.520952 -2.231782 -0.012 -0.010 -0.012 0.55
H 3.590422 -7.033884 -1.224834 0.002 -0.013 -0.001 0.43
H 5.082602 -6.235416 0.544803 0.005 0.000 0.005 0.43
H 4.927819 -3.890192 1.386833 0.012 0.020 0.019 0.56
C 4.716322 2.699987 0.354217 -0.036 0.017 -0.008 -0.71
C 5.062771 1.584699 1.332631 0.005 -0.044 -0.002 -0.94
C 4.081120 0.504114 0.910897 -0.031 -0.030 0.047 -0.26
O 2.895987 1.196191 0.479067 0.062 -0.019 0.030 0.51
C 3.200815 2.588916 0.298707 -0.037 0.040 -0.017 -0.02
H 5.149257 2.492623 -0.626126 0.006 -0.013 -0.013 0.33
H 5.048365 3.686516 0.674899 -0.012 0.017 0.009 0.40
H 4.865568 1.904471 2.359356 -0.027 0.006 0.010 0.18
H 6.098275 1.252540 1.271090 0.007 -0.018 -0.008 0.46
H 3.804045 -0.180826 1.710140 0.009 -0.014 -0.008 -0.07
H 4.466132 -0.087097 0.078152 0.025 0.013 -0.015 0.37
H 2.736552 3.157764 1.110088 0.011 0.012 -0.035 -0.18
H 2.781622 2.921452 -0.649065 0.006 -0.004 0.011 0.07
```
Positions in Å, forces in eV/Å.

Maximum force ... 0.56 eV/A
Gap between HOMO and LUMO ... 5.73 eV
Energy relative to the best compared isomer or geometry (same formula, charge and spin) ... 109.4 kJ/mol